ORCA calculation (ωB97M-V/def2-TZVPD) on a 2-piece molecular cluster, C4H13NO2 overall at a distorted geometry.

For the orbital gap (spin up / spin down), the calculation gives 2.83 / 9.15 eV. The calculation puts the LUMO energy (spin up / spin down) at 3.80 / 3.70 eV. As for the energy above the lowest of the compared OMol25 structures with the same formula, charge and spin: 2.590 eV. As for the charge: -1. As for the expectation value of S²: 0.7504. The multiplicity is 2.

Cartesian coordinates (Å):
C (-0.262, 1.444, 1.917)
O (-1.469, 1.695, 1.257)
C (0.615, 0.883, 0.840)
C (0.717, -0.593, 0.469)
C (-0.605, -1.314, 0.175)
N (-0.847, -1.573, -1.262)
H (0.097, 2.421, 2.478)
H (-0.686, 0.881, 2.772)
H (-1.422, 2.024, 0.337)
H (0.271, 1.415, -0.073)
H (1.642, 1.295, 1.127)
H (1.498, -0.869, -0.277)
H (1.373, -0.893, 1.334)
H (-1.455, -0.708, 0.694)
H (-0.614, -2.385, 0.664)
H (-0.770, -0.951, -1.948)
H (-0.389, -2.451, -1.600)
H (0.493, -0.144, -3.615)
H (0.633, -0.026, -2.222)
O (1.180, -0.151, -3.066)

=====

ORCA calculation (ωB97M-V/def2-TZVPD) on one molecule with the formula C4H8O2 at a distorted geometry.

For the orbital gap, the calculation gives 10.55 eV. The calculation puts the LUMO energy at 1.08 eV. As for the energy above the lowest of the compared OMol25 structures with the same formula, charge and spin: 3.262 eV. Its structure (SMILES) is CO[C@H]1C[C@H]1O.

Cartesian coordinates (Å):
C (1.712, -0.663, -0.977)
O (0.542, 0.133, -0.935)
C (-0.498, -0.466, -0.177)
C (-0.356, 0.090, 1.210)
C (-1.523, 0.500, 0.366)
O (-1.616, 1.808, -0.101)
H (1.563, -1.430, -1.741)
H (1.953, -1.146, -0.014)
H (2.564, -0.033, -1.264)
H (-0.738, -1.488, -0.462)
H (0.514, 0.695, 0.830)
H (-0.472, -0.429, 2.168)
H (-2.515, 0.076, 0.570)
H (-1.130, 2.353, 0.528)

=====

ORCA calculation (ωB97M-V/def2-TZVPD) on a 8-piece molecular cluster, C14H34F6N12O10 overall at a distorted geometry.

For the orbital gap, the calculation gives 9.31 eV. The calculation puts the LUMO energy at 0.35 eV. Its structure (SMILES) is CCOC(=O)C(F)(F)F.CCOC(=O)C(F)(F)F.NC(N)=O.NC(N)=O.NC(N)=O.NC(N)=O.NC(N)=O.NC(N)=O.

Cartesian coordinates (Å):
C (2.927, -1.584, -2.517)
C (2.753, -2.658, -1.516)
O (1.619, -3.553, -1.666)
C (1.366, -4.517, -0.743)
O (1.953, -4.771, 0.279)
C (0.078, -5.296, -1.178)
F (0.296, -5.977, -2.349)
F (-0.220, -6.219, -0.291)
F (-1.020, -4.532, -1.534)
H (2.779, -2.082, -3.497)
H (3.802, -0.992, -2.284)
H (2.064, -0.928, -2.462)
H (2.722, -2.301, -0.471)
H (3.615, -3.321, -1.320)
C (-2.269, 6.430, -2.245)
C (-1.631, 5.944, -3.517)
O (-1.011, 4.653, -3.391)
C (-1.915, 3.651, -3.284)
O (-3.096, 3.799, -3.496)
C (-1.375, 2.250, -2.979)
F (-2.372, 1.390, -2.908)
F (-0.397, 1.759, -3.827)
F (-0.797, 2.262, -1.784)
H (-3.120, 5.835, -1.945)
H (-2.642, 7.436, -2.515)
H (-1.539, 6.494, -1.475)
H (-0.730, 6.567, -3.587)
H (-2.138, 6.027, -4.459)
C (-4.223, 0.761, 1.761)
O (-5.235, 1.333, 2.158)
N (-3.006, 1.066, 2.266)
N (-4.258, -0.259, 0.798)
H (-2.160, 1.052, 1.714)
H (-2.997, 1.744, 3.036)
H (-5.092, -0.296, 0.272)
H (-3.332, -0.538, 0.475)
C (3.943, -0.787, 1.248)
O (2.756, -1.088, 1.235)
N (4.358, 0.383, 0.819)
N (4.815, -1.614, 1.913)
H (5.300, 0.501, 0.523)
H (3.675, 0.863, 0.245)
H (4.454, -2.377, 2.534)
H (5.752, -1.264, 2.048)
C (2.240, 2.692, -1.199)
O (2.624, 1.525, -1.100)
N (1.971, 3.471, -0.101)
N (1.966, 3.206, -2.442)
H (2.295, 4.488, -0.125)
H (1.949, 3.003, 0.818)
H (2.167, 2.579, -3.184)
H (1.355, 3.973, -2.595)
C (0.759, 1.502, 3.283)
O (1.545, 2.092, 2.514)
N (0.395, 0.176, 2.990)
N (0.135, 2.132, 4.343)
H (0.120, -0.471, 3.686)
H (0.776, -0.319, 2.224)
H (-0.691, 1.706, 4.702)
H (0.374, 3.094, 4.529)
C (-2.499, -4.609, 2.496)
O (-1.435, -4.036, 2.879)
N (-2.968, -5.656, 3.119)
N (-3.071, -4.063, 1.325)
H (-2.286, -6.063, 3.703)
H (-3.427, -6.413, 2.561)
H (-4.055, -4.176, 1.194)
H (-2.690, -3.120, 1.053)
C (-0.719, -1.648, 0.383)
O (-1.970, -1.692, 0.282)
N (-0.042, -2.241, 1.297)
N (-0.040, -0.800, -0.491)
H (0.963, -2.033, 1.354)
H (-0.563, -2.901, 1.903)
H (-0.590, -0.165, -1.125)
H (0.960, -0.476, -0.360)

=====

ORCA calculation (ωB97M-V/def2-TZVPD) on C22H16BrF9MoN2O3PS4 as an isolated structure at a distorted geometry.

For the orbital gap (spin up / spin down), the calculation gives 6.10 / 6.49 eV. The calculation puts the LUMO energy (spin up / spin down) at -2.46 / -2.14 eV. As for the energy above the lowest of the compared OMol25 structures with the same formula, charge and spin: 1.036 eV. As for the expectation value of S²: 0.7840. The multiplicity is 2.

Cartesian coordinates (Å):
Mo (-0.017, -0.639, 0.307)
C (-1.609, 5.269, 0.588)
C (-2.506, 4.053, 0.465)
O (-2.120, 2.959, 1.338)
P (-0.696, 2.294, 1.317)
S (-0.849, 0.522, 2.337)
S (0.103, 2.054, -0.493)
O (0.158, 3.294, 2.212)
C (1.563, 3.044, 2.421)
C (2.345, 4.319, 2.203)
H (-2.064, 6.104, 0.055)
H (-0.628, 5.069, 0.158)
H (-1.483, 5.544, 1.634)
H (-2.521, 3.684, -0.562)
H (-3.524, 4.280, 0.775)
H (1.899, 2.282, 1.719)
H (1.684, 2.670, 3.438)
H (2.182, 4.697, 1.194)
H (3.407, 4.106, 2.326)
H (2.046, 5.084, 2.919)
S (0.138, -1.558, -1.962)
C (-1.425, -1.374, -2.677)
C (-1.634, -1.718, -4.013)
C (-2.889, -1.588, -4.583)
C (-3.078, -1.920, -5.961)
N (-3.223, -2.175, -7.072)
C (-3.972, -1.119, -3.813)
C (-3.760, -0.757, -2.492)
C (-2.496, -0.881, -1.927)
S (-2.241, -0.414, -0.269)
C (-5.288, -1.046, -4.365)
N (-6.358, -1.007, -4.782)
H (-0.806, -2.087, -4.603)
H (-4.576, -0.376, -1.892)
Br (-0.984, -6.766, 3.147)
C (-0.717, -5.030, 2.437)
C (-1.797, -4.177, 2.282)
C (-1.598, -2.925, 1.726)
C (-0.336, -2.482, 1.302)
C (0.725, -3.366, 1.522)
C (0.555, -4.624, 2.077)
H (-2.787, -4.492, 2.581)
H (-2.461, -2.280, 1.630)
H (1.730, -3.079, 1.259)
H (1.402, -5.282, 2.215)
F (2.763, -2.524, -1.174)
C (3.700, -1.984, -0.396)
F (4.808, -1.824, -1.118)
F (3.978, -2.869, 0.569)
C (3.158, -0.606, 0.173)
O (1.787, -0.628, 0.250)
C (3.750, -0.288, 1.611)
F (2.833, -0.565, 2.542)
F (4.055, 1.012, 1.724)
F (4.854, -0.969, 1.895)
C (3.610, 0.518, -0.824)
F (2.990, 1.663, -0.547)
F (3.290, 0.168, -2.071)
F (4.926, 0.731, -0.750)

=====

ORCA calculation (ωB97M-V/def2-TZVPD) on one molecule with the formula C7H9NSe at a distorted geometry.

For the orbital gap, the calculation gives 8.78 eV. The calculation puts the LUMO energy at 0.82 eV. As for the energy above the lowest of the compared OMol25 structures with the same formula, charge and spin: 0.421 eV. Its structure (SMILES) is C[Se]c1ncccc1C.

Cartesian coordinates (Å):
C (-1.152, 1.804, 1.330)
C (-1.441, 0.418, 1.422)
C (-0.075, 2.159, 0.553)
C (-0.708, -0.545, 0.814)
C (0.319, 0.089, -0.179)
C (-0.967, -2.039, 0.887)
C (2.096, -0.021, -2.483)
N (0.631, 1.371, -0.250)
Se (1.207, -1.182, -1.162)
H (-1.805, 2.438, 1.779)
H (-2.335, 0.117, 2.003)
H (0.244, 3.212, 0.295)
H (-1.262, -2.579, -0.040)
H (0.050, -2.613, 1.142)
H (-1.605, -2.293, 1.626)
H (1.613, -0.287, -3.446)
H (1.639, 0.856, -2.098)
H (3.207, -0.001, -2.398)

=====

ORCA calculation (ωB97M-V/def2-TZVPD) on a 2-piece molecular cluster, C4H7FOS overall at a distorted geometry.

For the orbital gap, the calculation gives 10.63 eV. The calculation puts the LUMO energy at 0.87 eV. As for the energy above the lowest of the compared OMol25 structures with the same formula, charge and spin: 1.186 eV. Its structure (SMILES) is C=CCF.O=CS.

Cartesian coordinates (Å):
C (-1.437, 0.640, 0.212)
C (-2.906, 0.744, -0.061)
C (-3.702, -0.306, -0.218)
C (3.016, -0.167, -0.014)
H (-0.860, 1.137, -0.578)
H (-1.186, 1.125, 1.164)
H (-3.295, 1.758, -0.125)
H (-4.763, -0.189, -0.416)
H (-3.311, -1.315, -0.153)
H (0.889, 0.711, -0.187)
H (3.633, -1.077, 0.080)
O (3.470, 0.943, -0.063)
F (-1.032, -0.680, 0.277)
S (1.287, -0.565, -0.080)